Entry 1:
C38H50BrNO | wB97M-V/def2-TZVPD

LUMO energy in eV: 0.56
E_HOMO in eV: -9.48
Net charge: 0
SMILES string: CCCCCCCCCC[C@H]1CNC(=O)[C@@H]1Br.c1ccccc1.c1ccccc1.c1ccccc1.c1ccccc1

CARTESIAN COORDINATES (ANGSTROEM)
C -0.649969 3.630231 -1.654533
C -2.003231 3.843576 -2.340743
C -3.038753 2.772994 -2.016228
C -2.663217 1.342291 -2.468293
C -2.547751 0.339112 -1.319099
C -1.248301 0.423573 -0.508496
C -0.778796 -0.984432 -0.111336
C 0.507188 -0.861199 0.750906
C 1.708343 -1.680440 0.228086
C 2.822084 -0.801097 -0.426176
C 3.045618 -1.257244 -1.863634
C 1.887889 -1.326469 -2.858082
N 2.547727 -1.946955 -4.050669
C 3.862886 -1.350786 -4.064979
O 4.642704 -1.537288 -4.891948
C 4.011059 -0.491011 -2.771572
Br 5.834312 -0.322208 -2.156573
H 0.030093 4.439317 -1.902032
H -0.776233 3.626391 -0.575057
H -0.208955 2.713231 -2.030197
H -1.827890 3.880147 -3.414923
H -2.375008 4.817475 -2.025462
H -3.331484 2.803031 -0.968657
H -3.936240 3.057122 -2.566680
H -1.772559 1.368742 -3.091819
H -3.476845 0.985625 -3.094668
H -3.421127 0.409854 -0.677315
H -2.571856 -0.653288 -1.770888
H -1.419621 0.944807 0.432153
H -0.421296 0.867107 -1.051989
H -0.638022 -1.620268 -0.982841
H -1.537833 -1.463708 0.504210
H 0.273820 -1.212962 1.752123
H 0.802509 0.182333 0.803139
H 2.166809 -2.164735 1.086983
H 1.413849 -2.484837 -0.439878
H 2.574004 0.253143 -0.338210
H 3.737716 -1.023462 0.107655
H 3.551198 -2.227511 -1.769492
H 1.758321 -0.297116 -3.197118
H 0.949892 -1.759174 -2.553325
H 2.729845 -2.894808 -3.708597
H 3.648347 0.518951 -2.918269
C -6.299874 8.380079 -1.187410
C -6.146841 7.091526 -0.694629
C -5.554111 6.113425 -1.481058
C -5.117702 6.423201 -2.761636
C -5.277719 7.709449 -3.257658
C -5.867632 8.688416 -2.470070
H -6.756887 9.144579 -0.571799
H -6.489653 6.849475 0.303637
H -5.431758 5.108201 -1.096128
H -4.652961 5.659835 -3.373704
H -4.941780 7.949501 -4.258642
H -5.990854 9.692545 -2.855870
C -1.972024 2.304931 5.229163
C -2.701971 3.304547 4.600757
C -3.358089 3.039864 3.406340
C -3.280804 1.775867 2.838747
C -2.543427 0.777765 3.463554
C -1.890431 1.041712 4.659071
H -1.465493 2.510580 6.163682
H -2.760020 4.291271 5.042718
H -3.929770 3.819085 2.917779
H -3.794471 1.567458 1.907776
H -2.478688 -0.207394 3.017122
H -1.317279 0.263288 5.147034
C 4.418631 -5.222044 -1.807910
C 3.438638 -5.421198 -0.846766
C 3.633404 -6.352432 0.161403
C 4.808215 -7.090319 0.206689
C 5.784966 -6.898174 -0.762418
C 5.591782 -5.961680 -1.769505
H 4.266152 -4.486618 -2.589193
H 2.520074 -4.846422 -0.881871
H 2.868381 -6.502776 0.912429
H 4.962640 -7.814886 0.996341
H 6.699393 -7.476872 -0.730836
H 6.354668 -5.807393 -2.521816
C 1.896430 -4.604006 3.132386
C 3.283107 -4.658725 3.170865
C 3.954515 -4.414751 4.361112
C 3.239216 -4.113406 5.512025
C 1.852840 -4.051346 5.471436
C 1.180908 -4.297830 4.282162
H 1.371781 -4.799378 2.204155
H 3.840233 -4.889168 2.273302
H 5.035912 -4.459677 4.391553
H 3.762461 -3.925724 6.441168
H 1.295302 -3.811126 6.368070
H 0.099361 -4.251319 4.250959

Atoms 1-3, force components in eV/Å:
-0.435 0.272 -0.411
0.514 0.006 0.582
-0.066 0.118 -0.773

These are the Mulliken partial charges, in e, on atoms 1 to 6: -0.875 -0.646 -0.161 -1.026 -0.897 0.299

Entry 2:
C38H50N4P3V | wB97M-V/def2-TZVPD

LUMO energy (spin up / spin down) in eV: -1.99 / -2.66
E_HOMO (spin up / spin down) in eV: -9.27 / -10.47
2S+1: 4
Net charge: +1

CARTESIAN COORDINATES (ANGSTROEM)
V -1.083822 0.773081 0.237000
C -3.110758 1.893045 3.452145
C -2.821544 2.037172 1.983409
C -1.698201 2.739840 1.559725
C -1.448897 2.963281 0.189374
C -0.426739 3.981678 -0.233965
C -2.345151 2.399426 -0.751199
C -3.560086 1.806974 -0.333804
C -4.610571 1.462983 -1.347561
C -3.769543 1.616699 1.020097
H -2.190585 1.824390 4.034533
H -3.724725 1.015289 3.659668
H -3.662662 2.768664 3.802015
H -1.045425 3.199936 2.289556
H -0.115518 3.838847 -1.265385
H 0.456981 3.961976 0.403557
H -0.878554 4.972151 -0.146831
H -2.197836 2.618135 -1.801184
H -4.231049 0.742389 -2.071667
H -4.902821 2.358301 -1.899270
H -5.499352 1.044709 -0.875038
H -4.700618 1.179388 1.359013
C -1.662595 -1.787491 2.970773
P -2.022917 -1.345880 1.230065
C -3.843798 -1.625802 1.260848
C -1.454538 -2.844752 0.313804
C -0.799110 -3.875710 0.990226
C -0.391717 -5.023198 0.323628
C -0.636818 -5.160243 -1.031614
C -1.280799 -4.143655 -1.719189
C -1.687444 -2.977611 -1.076981
P -2.526920 -1.627686 -2.003456
C -4.002664 -2.535991 -2.631153
C -1.548497 -1.517943 -3.555529
H -0.599765 -1.966651 3.121542
H -2.226651 -2.670125 3.268086
H -1.953330 -0.946517 3.601272
H -4.044854 -2.696148 1.280086
H -4.318014 -1.185750 0.384597
H -4.266464 -1.172023 2.159863
H -0.601596 -3.798362 2.051792
H 0.111075 -5.812234 0.870698
H -0.329037 -6.058188 -1.553243
H -1.465629 -4.268225 -2.781804
H -3.716635 -3.462032 -3.132396
H -4.542406 -1.905480 -3.341001
H -4.672858 -2.773925 -1.802702
H -1.444259 -2.484285 -4.050698
H -0.562978 -1.109932 -3.338958
H -2.063880 -0.832134 -4.231591
C 3.641882 -0.849952 3.592913
N 3.499622 -0.731604 2.143619
C 4.007384 0.571778 1.719415
N 3.373119 1.702202 2.409652
C 3.514939 1.507113 3.854220
N 2.975659 0.228374 4.324084
C 1.522150 0.156376 4.200639
P 0.925339 0.337889 2.423241
C 2.113780 -0.924814 1.722491
C 1.963550 1.843401 2.044247
H 4.704359 -0.822124 3.838292
H 3.234919 -1.809951 3.917228
H 3.857094 0.670514 0.642964
H 5.077359 0.608945 1.923405
H 3.013248 2.322652 4.376820
H 4.575913 1.537987 4.100601
H 1.069885 0.941284 4.808430
H 1.175331 -0.802863 4.588799
H 2.055342 -0.873551 0.642831
H 1.783354 -1.924113 2.021289
H 1.546285 2.696851 2.582670
H 1.869838 2.042126 0.979880
N 0.205784 0.640746 -0.852905
C 1.229502 0.671263 -1.650952
C 1.582637 1.974879 -2.312199
C 2.581457 2.812163 -1.821526
C 2.876988 4.006272 -2.469097
C 2.187582 4.364162 -3.620322
C 1.209985 3.518469 -4.128673
C 0.911946 2.328472 -3.478528
C 2.011255 -0.531147 -2.063587
C 3.203310 -0.392711 -2.778771
C 3.950157 -1.510434 -3.130019
C 3.517724 -2.781415 -2.780720
C 2.328306 -2.933658 -2.075639
C 1.585691 -1.820086 -1.721868
H 3.146977 2.534255 -0.941327
H 3.652553 4.654631 -2.074214
H 2.416834 5.295695 -4.125980
H 0.685461 3.783629 -5.038594
H 0.151898 1.662493 -3.876947
H 3.553935 0.591893 -3.060847
H 4.874976 -1.385426 -3.682321
H 4.105274 -3.650929 -3.057740
H 1.981728 -3.922584 -1.794486
H 0.670298 -1.929509 -1.161620

Atoms 1-3, force components in eV/Å:
-1.771 0.025 2.491
0.045 -0.115 -0.033
-0.050 -0.024 -0.158

These are the Mulliken partial charges, in e, on atoms 1 to 6: 1.004 -1.683 0.830 -0.865 0.553 -1.235

Number 1: largest force on an atom 4.00 eV/A, total energy -113796.4818 eV. Number 2: largest force on an atom 4.28 eV/A, total energy -99727.1585 eV.